42
Properties=species:S:1:pos:R:3:forces:R:3 method="wB97M-V/def2-TZVPD" homo_lumo_gap_ev=9.295 total_charge=0 lumo_ev=-0.28 total_energy_ev=-29114.08443
O 2.26169 0.01090 -0.78120 0.031 -1.419 -1.529
O 1.16566 2.79378 -0.87718 -0.260 -0.731 0.360
O -0.82804 4.88638 1.35894 1.896 -0.886 -0.249
O -3.23293 3.41294 -2.43834 -2.180 3.444 -3.568
O 1.22844 -0.54910 3.04660 -1.729 -1.491 2.113
O 2.46519 -2.47605 1.24632 -3.409 -0.982 1.688
O 2.30584 -2.99163 -2.54224 1.659 -1.641 0.376
O -0.38062 -3.77218 -3.79128 0.949 2.631 -0.666
O 3.28797 0.20598 2.01217 2.541 -4.062 0.806
O -4.08290 -2.29972 -1.40535 -1.927 -0.329 -3.649
O -0.13647 -0.18178 0.36061 -0.718 -2.418 -0.403
O 1.78000 1.34203 1.24843 -2.262 4.127 -0.303
O -3.39841 -0.93951 0.53426 0.095 -0.264 -1.899
O -2.50573 0.29275 2.02936 -0.449 4.665 2.723
H -0.81606 -4.42981 -3.33177 -1.404 -2.598 1.205
H -2.49701 0.46786 1.09691 0.339 -0.118 0.033
H 1.48251 -0.71276 3.98477 -0.094 0.448 -1.365
H 0.14367 4.60552 1.49579 -2.549 1.053 0.164
H 1.68388 -2.83343 0.75314 0.708 0.591 1.033
H -4.19525 -1.37846 0.30845 -1.477 -0.452 -0.170
H -3.04263 1.13499 2.28494 1.479 -2.144 0.080
H 2.03289 2.56134 -1.21583 -0.040 0.099 -0.342
H -0.76189 -0.90787 0.14536 0.698 0.191 0.616
H -2.81465 2.88087 -1.86504 2.574 -2.775 3.151
H 1.42649 -0.21894 -0.32483 0.569 0.189 -0.361
H 2.04620 -2.10128 -2.34011 0.520 0.912 0.398
H 3.07074 -2.45805 0.57948 2.975 0.140 -2.964
H -3.63418 -2.55351 -0.66471 2.270 -0.878 3.046
H -0.39136 -3.06607 -3.12106 0.361 -0.106 -0.633
H 1.80448 0.09325 2.66085 0.554 0.737 0.291
H 3.24225 -3.18175 -2.22156 -2.038 0.951 -0.588
H 2.02221 2.32434 1.16370 -1.518 -2.172 0.282
H -1.11572 5.54907 1.99950 0.661 -0.239 0.045
H -4.17263 -3.14769 -1.86506 -0.315 0.395 -0.338
H 0.81486 1.14531 1.19898 0.977 1.214 0.104
H 4.16502 0.26028 1.73530 2.865 1.136 -0.468
H -2.60077 4.07400 -2.77631 -0.383 -0.644 0.417
H 3.22567 -0.76586 1.77475 -1.081 1.061 0.659
H -0.67865 0.55286 0.17530 -0.730 1.821 -0.435
H -3.33829 -0.28298 -0.19064 -0.296 -0.766 0.186
H 0.97580 3.68649 -1.10263 -0.027 1.166 -0.521
H 2.48482 0.82395 -0.34663 0.166 0.143 0.675


48
Properties=species:S:1:pos:R:3:forces:R:3 method="wB97M-V/def2-TZVPD" homo_lumo_gap_ev="2.801 / 2.839" total_charge=+2 lumo_ev="-13.23 / -13.13" total_energy_ev=-52812.85483 spin_multiplicity=2
Tl -0.36933 -3.74828 1.39485 -0.050 -0.196 -0.409
S 0.29768 0.03481 0.09973 1.529 -1.576 0.330
O 2.20399 2.78622 1.33581 -1.045 0.976 -0.466
O -0.25502 -1.24680 0.13556 -2.751 -3.972 0.514
O 0.65331 0.24990 -1.28104 1.121 2.200 -2.471
O 0.06103 2.00466 -3.14206 -1.262 0.768 -0.338
O -2.13072 0.07471 -2.17182 -1.259 1.374 -0.397
O -0.11062 -4.12060 -1.55203 -0.002 -0.213 0.715
O -2.58471 2.56213 0.67792 -0.488 0.606 0.230
O 3.30900 1.00240 -1.78160 0.025 0.341 0.032
O 0.01419 3.55028 -0.01441 -2.147 2.428 -0.944
O -2.05005 -1.46063 2.60472 1.507 -1.000 1.352
O -2.77121 -2.92023 -0.17748 0.527 -0.086 0.064
O 1.40553 0.09456 1.00373 2.388 0.965 1.451
O 1.76201 -1.90568 2.82822 -0.503 -0.485 0.155
O -3.32464 -0.19990 0.85449 0.210 -0.298 -0.194
O -0.04043 -1.63701 -2.84347 -1.082 -0.318 -0.646
O 4.33947 -0.03307 0.90762 0.106 -0.006 0.502
O 0.18148 0.90141 3.29818 -0.288 -0.375 1.352
O -0.64008 1.04369 0.50555 -2.037 2.725 0.342
H -2.38183 3.24767 0.04144 -0.474 0.552 -0.314
H 2.44210 0.59656 -1.77898 -0.184 -0.227 0.189
H 1.97334 1.85740 1.31803 0.261 -0.761 0.072
H 2.10452 -1.54892 3.64776 0.302 -0.055 0.626
H -2.63326 -1.97461 -0.23226 -0.079 0.220 0.108
H 0.40328 -1.31279 -3.62721 0.140 -0.280 -0.494
H -2.31105 -0.88895 1.88271 -0.857 0.758 -1.463
H 3.81717 0.47893 -2.40127 0.406 -0.068 -0.236
H 0.30305 1.45844 -2.39420 0.738 -0.879 1.190
H 0.11228 -4.75376 -2.23442 0.095 -0.364 -0.072
H 4.55379 0.39679 0.07966 0.053 0.089 -0.325
H -0.65302 1.31768 3.08243 -0.671 0.433 0.091
H 0.43423 1.55366 -3.89939 0.251 -0.120 -0.931
H 0.22170 -1.03036 -2.15101 0.732 0.159 0.558
H 3.39670 -0.19132 0.85886 -0.079 -0.034 -0.221
H -2.39975 -1.03409 3.38702 -0.257 0.015 0.851
H 0.89971 3.51666 0.34745 3.246 -0.187 1.610
H -1.45928 0.54934 -1.68179 0.671 0.517 0.673
H -0.24047 2.63267 -0.11129 -0.452 -2.439 -0.186
H -3.89763 0.38438 1.35101 -0.583 0.328 0.020
H -1.74227 2.14481 0.85786 0.015 -0.316 0.220
H -2.71085 0.38567 0.41109 0.022 0.532 -0.277
H 3.03064 2.83746 0.85596 0.652 0.066 -0.067
H 1.83032 -1.18268 2.20464 0.136 0.390 -0.635
H -1.70471 -0.74145 -2.43380 0.941 -1.767 -0.776
H -3.66259 -3.05183 -0.50052 -0.375 -0.264 -0.025
H 0.52914 0.60972 2.45540 0.849 -0.505 -1.103
H -0.20629 -3.28973 -2.01758 0.000 0.350 -0.259


43
Properties=species:S:1:pos:R:3:forces:R:3 method="wB97M-V/def2-TZVPD" homo_lumo_gap_ev=10.328 total_charge=+1 lumo_ev=-2.75 total_energy_ev=-29129.28114
O -0.64961 0.13685 -4.49213 0.859 0.213 -1.630
O -1.99137 1.04898 4.28049 0.349 -0.508 -0.190
O -0.43304 -1.67890 4.02245 0.061 0.114 -0.481
O -2.53780 0.29427 -2.61020 0.381 -0.562 -0.413
O 3.04018 -1.92553 1.00015 -0.306 0.555 0.072
O -0.33489 -1.18565 -2.09913 0.065 -0.881 0.219
O -0.74935 3.19852 0.95214 -0.037 -0.605 -0.429
O 0.90250 -3.82786 -2.23700 -0.031 0.558 0.736
O -0.01548 -2.62780 0.31112 1.760 -0.719 -0.021
O 1.44481 1.90729 -0.38038 0.519 -0.854 0.176
O 1.82725 3.39335 2.72013 0.217 0.222 -0.987
O -2.20954 0.11576 0.37138 1.164 0.343 0.393
O 1.20254 1.50307 -3.33815 0.136 0.438 0.192
O 0.07045 -0.22412 1.52921 -1.570 -2.226 -1.505
H -2.42155 1.06073 0.52767 0.164 -0.577 -0.278
H -1.94177 -0.48470 -2.60517 -0.421 0.376 0.442
H -0.18809 -0.14198 2.46122 0.104 -0.188 0.532
H 1.59728 1.13837 -2.54122 0.536 -0.191 -0.131
H 0.78385 -2.30355 -0.14405 -0.345 0.856 -0.491
H -0.33405 0.61111 -3.72074 0.026 0.075 0.459
H -1.77601 0.09698 -0.49985 -0.772 0.321 -0.584
H 0.37046 -3.52690 0.39484 -1.249 0.104 0.534
H 3.98466 -2.00154 1.17903 -0.180 -0.258 -0.119
H 0.79898 -4.76123 -2.04151 0.011 -0.181 -0.613
H 0.02566 0.48469 -5.12724 -1.174 -0.692 0.371
H 2.02453 3.74053 1.83025 -0.062 0.121 0.646
H -0.62850 -1.89804 -1.51589 -0.062 0.033 0.454
H 0.13143 -1.26250 1.34917 0.232 1.682 0.662
H 0.92142 2.09363 -1.16160 -0.250 0.860 0.215
H 1.89553 1.62360 -3.99829 0.084 0.009 0.342
H 1.69199 2.71860 0.07272 -0.329 -0.045 -0.601
H -0.00569 3.50379 1.48422 -0.524 0.026 0.367
H -1.99765 2.01069 4.19939 -0.409 -0.292 0.030
H -0.10195 -1.73960 -2.85538 0.123 0.616 -0.402
H -0.60866 -0.91395 4.58566 0.115 -0.206 0.286
H 2.67702 3.00187 2.94772 -0.029 -0.156 0.336
H 1.02589 -3.67726 -3.17518 0.135 -0.592 -0.187
H -2.87614 0.67447 4.15380 0.216 0.609 0.068
H -1.54563 3.68223 1.16921 0.147 0.515 0.284
H 2.69330 -2.78932 0.78343 0.528 -0.409 0.075
H -0.90474 -0.09404 0.99127 0.521 0.629 0.812
H 0.29414 -2.19893 4.39075 -0.241 0.390 0.171
H -2.38153 0.51053 -3.54519 -0.460 0.479 0.190


44
Properties=species:S:1:pos:R:3:forces:R:3 method="wB97M-V/def2-TZVPD" homo_lumo_gap_ev=8.495 total_charge=-1 lumo_ev=2.27 total_energy_ev=-31179.68494
O 4.32586 -1.74079 1.12109 0.235 -0.973 -0.902
O 1.26217 0.69805 -4.00075 -1.662 1.741 4.477
O -4.25452 -1.10543 -0.42032 -1.756 1.674 1.744
O -2.01769 -1.84853 -2.45649 -0.440 -1.170 2.448
O 2.71273 -1.89405 -2.48817 7.684 1.519 6.393
O -0.67854 0.18041 -5.35226 1.362 -0.987 0.438
O 0.69671 0.49153 4.63389 3.773 1.266 5.436
O -0.57381 4.26729 1.17307 2.110 5.261 -4.054
O -1.87290 -2.11896 1.73438 -1.377 2.772 -2.099
O -0.76910 0.04439 -0.61336 0.206 3.331 1.055
O -3.17338 2.51769 1.41499 1.328 -2.241 1.750
O 2.30200 3.68769 -1.11651 -5.228 0.197 -6.941
O 1.04516 -1.86333 -0.76487 -0.415 -0.146 1.506
O 1.97900 -2.13310 3.85611 6.115 -7.265 -2.942
O -0.04225 0.25135 1.81572 -10.423 -6.199 0.366
H -3.87277 1.92251 1.66136 -2.556 0.369 -0.646
H -1.45202 -1.22651 1.47679 -0.217 -2.043 0.794
H -4.37861 -0.15288 -0.61650 0.071 -0.709 0.450
H 2.22580 3.84252 -0.28335 -1.020 1.632 8.265
H 2.18958 -1.42326 4.27580 2.353 7.063 4.178
H -0.55979 -0.58688 -4.70180 -0.372 1.661 -1.377
H -0.40058 3.41815 1.24374 1.307 -6.520 0.278
H 0.08468 0.51020 5.37878 0.576 0.156 0.598
H 0.27271 0.53780 -5.38173 -2.242 -1.148 -0.153
H 2.43739 -2.18620 -1.52410 0.400 1.005 -3.051
H -2.71032 -1.94780 1.17862 1.415 -0.817 1.242
H -2.65111 1.80721 1.91014 1.302 1.767 -1.092
H -0.30726 0.14144 0.86467 -0.103 -0.257 -1.264
H 1.41662 0.44276 -3.02903 0.616 -0.154 -1.971
H -1.12997 4.45245 1.83580 -3.385 1.221 3.734
H 1.30651 -1.06648 -0.25584 -0.982 -0.553 -0.627
H -0.68662 1.08010 -0.42973 -0.676 -3.254 -1.371
H -3.71309 -1.34184 -1.12495 1.752 -0.900 -2.189
H 0.40006 1.22565 -3.73202 2.211 -1.233 -1.293
H 3.77935 -2.31931 0.57143 0.681 -0.551 -0.212
H 3.12685 3.45828 -1.26471 6.201 -1.824 -1.326
H -2.33717 -2.63906 -1.91762 0.705 1.167 -1.333
H -1.66181 -1.28301 -1.70912 -0.143 0.399 -0.890
H 1.13578 -2.08130 3.75501 -8.490 0.219 -1.333
H 3.60910 -1.20444 1.38996 -0.913 1.466 1.190
H 2.03741 -2.13690 -2.93817 -7.092 -2.442 -4.793
H 0.14209 -1.68159 -1.09660 0.786 0.458 0.511
H 0.10756 0.32630 4.02084 -4.361 -1.449 -6.131
H 0.64820 0.67793 1.90580 10.659 6.491 1.138


8
Properties=species:S:1:pos:R:3:forces:R:3 method="wB97M-V/def2-TZVPD" homo_lumo_gap_ev=7.781 total_charge=-1 lumo_ev=2.83 total_energy_ev=-25058.22087
I -2.86267 -1.36604 2.73627 -0.681 -0.303 1.111
P -0.69682 0.69186 1.52807 -2.374 1.356 -1.534
O -1.54342 1.92092 1.28368 0.680 -1.501 0.321
O 0.11582 0.49622 2.72398 0.721 -0.487 1.056
O -1.77986 -0.69075 1.34794 1.734 1.152 -1.326
N 0.28669 0.51001 0.15629 0.878 -2.348 -2.648
H -0.08122 0.22060 -0.80431 -0.392 1.262 1.974
H 1.02111 -0.22825 0.18944 -0.566 0.870 1.047


4
Properties=species:S:1:pos:R:3:forces:R:3 method="wB97M-V/def2-TZVPD" homo_lumo_gap_ev=6.204 total_charge=-1 lumo_ev=3.15 total_energy_ev=-10182.81027
I 0.94181 -4.03889 0.32570 -0.024 -0.023 0.024
O -0.03926 1.10296 -0.27064 -0.850 0.948 0.447
H -0.13490 2.07364 -0.40064 0.055 -1.063 0.183
H -0.76766 0.86228 0.34559 0.818 0.138 -0.654


4
Properties=species:S:1:pos:R:3:forces:R:3 method="wB97M-V/def2-TZVPD" homo_lumo_gap_ev=11.026 total_charge=+1 lumo_ev=-4.39 total_energy_ev=-18399.63026
K 0.98778 0.13240 -0.08220 -0.272 -0.023 0.040
O -2.59091 -0.33648 0.22490 -0.644 -0.618 -0.220
H -3.13422 -0.42133 -0.59110 0.468 0.087 0.889
H -3.07864 -0.85684 0.90285 0.448 0.554 -0.709


4
Properties=species:S:1:pos:R:3:forces:R:3 method="wB97M-V/def2-TZVPD" homo_lumo_gap_ev=11.967 total_charge=+1 lumo_ev=-5.21 total_energy_ev=-2278.93423
O 0.29280 -0.14382 0.02856 0.342 0.245 -0.294
Li -2.05149 0.40554 0.18187 0.813 -0.190 -0.021
H 1.03719 0.12794 0.61191 -0.752 -0.252 -0.491
H 0.72150 -0.38966 -0.82234 -0.403 0.196 0.805